(1)
Here is a structure of composition C2HNO2S in a non-equilibrium geometry from OMol25. Energies are from wB97M-V/def2-TZVPD.

Computed properties:
E_LUMO   -3.6 eV
HOMO   -11.09 eV

```
7
Properties=species:S:1:pos:R:3:forces:R:3:nbo_charge:R:1
C -0.472647 0.092459 2.142251 0.250 0.501 0.395 -0.037
C 0.286522 -0.018692 -1.620627 1.844 0.180 -0.920 0.628
N -0.931669 0.890671 2.841593 -0.220 -0.191 -0.076 -0.195
O -0.184873 0.580714 -2.538306 -0.068 0.043 -0.753 -0.517
O -0.388587 -0.088350 -0.541099 -1.122 -1.392 5.018 -0.505
S 0.408863 -0.996043 1.263740 -1.021 1.046 -3.179 0.532
H 1.282391 -0.460759 -1.547552 0.338 -0.187 -0.485 0.095
```
Positions in Å, forces in eV/Å.



(2)
Here is a cluster of 2 separate species, CH2ClPS in total in a non-equilibrium geometry from OMol25. Energies are from wB97M-V/def2-TZVPD.

Computed properties:
E_LUMO (spin up / spin down)   -3.3 / -3.3 eV
HOMO (spin up / spin down)   -8.90 / -8.88 eV

```
6
Properties=species:S:1:pos:R:3:forces:R:3:nbo_charge:R:1
C 0.443588 0.302179 0.181221 0.084 -3.786 -0.470 -0.838
P 2.217312 0.642542 0.233555 -1.536 0.756 1.265 0.892
S 1.129305 0.216696 1.943740 0.276 0.542 -2.448 0.083
Cl 0.482282 3.599752 -0.112905 0.850 -1.157 0.115 -0.685
H -0.068974 1.144513 -0.150981 -1.118 1.693 0.191 0.288
H -0.022616 -0.686696 -0.292844 1.443 1.952 1.347 0.260
```
Positions in Å, forces in eV/Å.